Record 1
{
  "formula": "C7H14ClO2PS",
  "method": "ωB97M-V/def2-TZVPD",
  "orbital_gap_ev": 9.569,
  "species": ["C", "C", "C", "O", "C", "P", "S", "C", "O", "C", "Cl", "C", "H", "H", "H", "H", "H", "H", "H", "H", "H", "H", "H", "H", "H", "H"],
  "xyz": [[2.64566, 0.63935, 1.71299], [2.69803, -0.00602, 0.33133], [1.35910, -0.56392, -0.10207], [0.52621, 0.55160, -0.42131], [-0.87078, 0.36689, -0.50660], [-1.42217, 1.76373, -1.59098], [-0.59939, 3.49774, -1.42300], [-1.55331, 0.39214, 0.86719], [-1.98250, -0.93130, 1.18542], [-1.95082, -1.76418, 0.06692], [-0.98648, -3.24253, 0.42866], [-1.38073, -0.95927, -1.10791], [2.75382, -0.10431, 2.50364], [3.43252, 1.38286, 1.83801], [1.69346, 1.15325, 1.85916], [3.41898, -0.82675, 0.31820], [3.01212, 0.72705, -0.41446], [0.91326, -1.15178, 0.70528], [1.47774, -1.21002, -0.97659], [-2.81045, 1.72260, -1.36353], [-1.34526, 1.15952, -2.85863], [-0.83122, 0.72195, 1.61526], [-2.40977, 1.07262, 0.91052], [-2.95098, -2.13845, -0.13845], [-0.61821, -1.49840, -1.65897], [-2.21881, -0.75437, -1.78008]]
}

---

Record 2
{
  "formula": "C8H21ClCoNO4",
  "method": "ωB97M-V/def2-TZVPD",
  "charge": 1,
  "orbital_gap_ev": [7.541, 8.514],
  "spin_multiplicity": 4,
  "e_above_lowest_kcal_mol": 120.2,
  "species": ["Co", "Cl", "C", "C", "O", "O", "H", "H", "H", "H", "H", "H", "C", "O", "C", "C", "N", "C", "C", "O", "C", "H", "H", "H", "H", "H", "H", "H", "H", "H", "H", "H", "H", "H", "H", "H"],
  "xyz": [[-24.39650, -9.62900, -17.78296], [-22.73556, -9.39675, -18.71231], [-26.74871, -9.95278, -17.60842], [-26.51230, -9.05303, -18.82224], [-25.19800, -9.22856, -19.25127], [-25.81820, -9.74703, -16.53138], [-26.70180, -10.99509, -17.92387], [-27.79981, -9.84002, -17.34275], [-26.58479, -8.00787, -18.52144], [-27.21717, -9.29302, -19.61827], [-25.16778, -9.03889, -20.19187], [-26.08383, -10.26942, -15.77103], [-25.13084, -12.30516, -19.30703], [-24.59630, -11.52846, -18.26640], [-24.00089, -12.33485, -17.20727], [-23.86512, -11.53674, -15.87505], [-23.45655, -10.15781, -16.18815], [-23.94910, -9.22311, -15.18617], [-23.70293, -7.83815, -15.88411], [-24.44083, -7.70363, -17.19493], [-24.57186, -6.34788, -17.44560], [-25.45753, -11.69437, -20.14866], [-26.01181, -12.83969, -18.95166], [-24.37163, -13.06802, -19.47947], [-22.97609, -12.50745, -17.53605], [-24.48396, -13.28023, -16.96027], [-23.11460, -11.88175, -15.16385], [-24.81861, -11.69418, -15.37090], [-22.47880, -10.20520, -15.93942], [-23.45152, -9.33826, -14.22323], [-24.98174, -9.23182, -14.83736], [-22.66492, -7.72159, -16.19561], [-23.90800, -7.01349, -15.20147], [-25.03613, -6.07873, -18.39435], [-23.67110, -5.73688, -17.50391], [-25.20647, -5.88540, -16.68963]]
}

---

Record 3
{
  "formula": "C22H14BF4MnN6Se3",
  "method": "ωB97M-V/def2-TZVPD",
  "charge": 1,
  "orbital_gap_ev": [8.242, 8.199],
  "spin_multiplicity": 6,
  "e_above_lowest_kcal_mol": 0.0,
  "species": ["Mn", "Se", "N", "C", "C", "C", "C", "C", "N", "C", "C", "N", "C", "C", "C", "C", "C", "N", "H", "H", "H", "H", "H", "H", "Se", "Se", "C", "C", "C", "C", "C", "N", "C", "C", "C", "C", "C", "N", "H", "H", "H", "H", "H", "H", "H", "H", "F", "B", "F", "F", "F"],
  "xyz": [[0.61167, -0.12140, 0.41352], [-0.33072, -4.51786, -5.97956], [-0.08212, -4.91345, -4.26240], [-0.08215, -3.78591, -3.60464], [0.09648, -3.69192, -2.16180], [0.28705, -4.81270, -1.34966], [0.44154, -4.63815, 0.00561], [0.40073, -3.34628, 0.52207], [0.21823, -2.27676, -0.23726], [0.07761, -2.43436, -1.56357], [-0.10178, -1.21267, -2.36678], [-0.07382, -0.03156, -1.72063], [-0.25774, 1.08523, -2.41517], [-0.47453, 1.09675, -3.78695], [-0.48405, -0.10398, -4.46235], [-0.29354, -1.28634, -3.74740], [-0.28097, -2.59507, -4.38858], [-0.44100, -2.76811, -5.67261], [0.31479, -5.79437, -1.80328], [0.60581, -5.47659, 0.66631], [0.53983, -3.16624, 1.58068], [-0.22346, 2.01076, -1.85245], [-0.62273, 2.03463, -4.30209], [-0.63382, -0.15363, -5.53264], [0.23873, 1.41339, 3.37024], [-0.34099, 3.06870, 1.84106], [1.22405, 3.03310, 0.72125], [1.83867, 4.25106, 0.48246], [2.94126, 4.28742, -0.35826], [3.39929, 3.10190, -0.90330], [2.73180, 1.92796, -0.60353], [1.64629, 1.88514, 0.18367], [-1.19433, 0.21245, 2.91634], [-2.16955, -0.08635, 3.85198], [-3.20797, -0.92521, 3.47763], [-3.24605, -1.41287, 2.18215], [-2.22407, -1.07251, 1.31619], [-1.20269, -0.28714, 1.67728], [1.46939, 5.14521, 0.96392], [3.44111, 5.22456, -0.56314], [4.26786, 3.06978, -1.54471], [3.07086, 0.98119, -0.99808], [-2.12071, 0.34576, 4.84090], [-3.98687, -1.17694, 4.18488], [-4.04821, -2.05230, 1.84333], [-2.20369, -1.44467, 0.30054], [2.63261, -0.99471, -0.45861], [3.18826, -1.36867, 0.82950], [4.27865, -0.60305, 1.09979], [3.37217, -2.71739, 0.89409], [2.08354, -0.98911, 1.74258]]
}

---

Record 4
{
  "formula": "CH5N2S",
  "method": "ωB97M-V/def2-TZVPD",
  "charge": 1,
  "orbital_gap_ev": 10.479,
  "e_above_lowest_kcal_mol": 2.3,
  "species": ["N", "C", "N", "S", "H", "H", "H", "H", "H"],
  "xyz": [[-0.46210, -0.37677, 1.06554], [0.43119, 0.20551, 0.34708], [0.53072, 0.00519, -1.07521], [-0.69032, -0.88317, -1.90706], [-0.45953, -0.28108, 2.07470], [-1.16019, -0.97746, 0.62671], [1.21600, 0.81251, 0.78000], [1.27220, 0.46921, -1.58184], [-1.46323, 0.17246, -2.22714]]
}

---

Record 5
{
  "formula": "C2H6OP2",
  "method": "ωB97M-V/def2-TZVPD",
  "orbital_gap_ev": 9.805,
  "e_above_lowest_kcal_mol": 1.6,
  "species": ["C", "O", "P", "P", "C", "H", "H", "H", "H", "H", "H"],
  "xyz": [[1.70974, -0.64635, 0.26904], [0.33142, -0.69308, 0.51442], [-0.85714, -0.82995, -0.63508], [-2.42433, 0.11952, 0.52144], [-1.27270, 0.89908, -0.79105], [2.10371, -1.45198, -0.33649], [2.11352, -0.59552, 1.20958], [1.97740, 0.18083, -0.35840], [-1.59195, 0.45293, 1.73478], [-0.28016, 1.26922, -0.49213], [-1.80952, 1.29529, -1.63610]]
}

---

Record 6
{
  "formula": "C16H39F2NO12S7",
  "method": "ωB97M-V/def2-TZVPD",
  "orbital_gap_ev": 7.447,
  "species": ["O", "C", "F", "N", "C", "O", "F", "C", "C", "O", "S", "O", "O", "O", "H", "H", "H", "C", "S", "O", "C", "H", "H", "H", "H", "H", "H", "C", "S", "O", "C", "H", "H", "H", "H", "H", "H", "C", "S", "O", "C", "H", "H", "H", "H", "H", "H", "C", "S", "O", "C", "H", "H", "H", "H", "H", "H", "C", "S", "O", "C", "H", "H", "H", "H", "H", "H", "C", "S", "O", "C", "H", "H", "H", "H", "H", "H"],
  "xyz": [[0.79686, -7.38554, 4.87310], [0.93935, -6.47464, 3.89791], [1.28710, -6.99733, 2.54564], [0.83495, -4.97375, 4.05391], [1.84563, -4.41501, 5.03525], [3.10174, -4.22635, 4.54961], [1.49264, -4.04041, 6.45563], [-0.57233, -4.50741, 4.35357], [-1.59172, -4.15816, 3.11779], [-2.94085, -4.17775, 3.71934], [-2.86412, -5.57856, 4.74678], [-3.90321, -5.63566, 5.89312], [-2.69826, -6.83825, 3.81801], [-1.29659, -5.24623, 5.40082], [-0.38099, -3.42896, 4.82189], [-1.45685, -3.01166, 2.84503], [-1.40110, -4.73271, 2.10644], [0.24172, 0.17420, -0.17075], [0.15793, -0.56978, 1.47621], [-0.28632, -1.99254, 1.30609], [-1.27292, 0.38237, 2.04262], [1.05342, -0.30232, -0.72544], [-0.70009, 0.01630, -0.70159], [0.44692, 1.24338, -0.07954], [-2.12230, 0.21192, 1.37718], [-1.01921, 1.44487, 2.06299], [-1.53121, 0.05330, 3.05169], [-2.39364, -1.42846, -3.92531], [-0.97405, -0.34682, -4.22168], [-0.32981, -0.07472, -2.89447], [-1.93994, 1.11714, -4.66733], [-2.02446, -2.40210, -3.59467], [-3.03390, -1.00225, -3.14934], [-2.95866, -1.55323, -4.85201], [-2.60772, 1.38828, -3.84644], [-2.51946, 0.91087, -5.57027], [-1.25042, 1.94188, -4.86124], [3.10216, 4.80308, -2.08235], [2.09824, 3.29805, -2.07598], [1.22706, 3.34246, -0.85547], [3.46238, 2.16076, -1.72898], [2.44299, 5.65871, -2.24663], [3.61109, 4.91807, -1.12241], [3.83405, 4.75158, -2.89184], [3.94932, 2.43657, -0.79083], [4.18271, 2.19385, -2.54978], [3.05795, 1.14961, -1.64390], [4.57827, -2.52645, -3.18753], [5.59655, -1.71096, -1.93409], [4.71359, -0.75439, -1.18849], [6.58889, -0.74163, -3.09615], [3.84937, -3.16353, -2.68115], [4.05130, -1.77964, -3.78612], [5.21168, -3.14345, -3.82916], [5.93969, -0.10368, -3.70022], [7.15792, -1.41577, -3.74068], [7.28067, -0.11797, -2.52543], [2.04172, 8.90965, -5.38055], [1.95793, 8.16568, -3.73358], [1.51368, 6.74291, -3.90371], [0.52708, 9.11782, -3.16717], [2.85342, 8.43313, -5.93523], [1.09991, 8.75175, -5.91138], [2.24692, 9.97883, -5.28933], [-0.32230, 8.94737, -3.83262], [0.78079, 10.18032, -3.14681], [0.26879, 8.78875, -2.15810], [-6.09626, -0.82451, 4.59733], [-6.03268, -2.58886, 4.20233], [-7.02195, -2.84062, 3.10300], [-6.78190, -3.15719, 5.74842], [-5.70698, -0.26407, 3.74413], [-7.12800, -0.52040, 4.78904], [-5.47611, -0.62297, 5.47390], [-7.77162, -2.71114, 5.87009], [-6.13978, -2.88098, 6.58811], [-6.87678, -4.24469, 5.70874]]
}